(1)
{"formula": "C19H28AuNO4", "method": "wB97M-V/def2-TZVPD", "total_energy_ha": -1231.82278, "largest_force_ev_per_a": 3.25, "relative_energy_kj_mol": 9.6, "gap_ev": [8.177, 4.519], "homo_energy_ev": [-8.0, -7.3], "multiplicity": 3, "charge": 0, "elements": ["O", "C", "C", "H", "H", "C", "H", "H", "C", "H", "H", "H", "C", "H", "H", "H", "Au", "C", "C", "C", "H", "C", "C", "H", "H", "H", "H", "C", "C", "C", "H", "C", "C", "H", "H", "H", "H", "O", "C", "C", "H", "H", "C", "H", "H", "C", "H", "H", "H", "H", "O", "N", "O"], "coordinates": [[-1.124, 0.767, -2.740], [-2.225, -0.222, -2.947], [-2.705, 0.341, -4.269], [-2.965, -0.147, -2.135], [-1.849, -1.250, -3.044], [-1.653, 1.414, -3.937], [-3.747, 0.660, -4.244], [-2.444, -0.317, -5.100], [-2.292, 2.753, -3.628], [-3.104, 2.655, -2.895], [-2.710, 3.185, -4.548], [-1.526, 3.433, -3.243], [-0.580, 1.527, -4.998], [-0.125, 0.549, -5.193], [0.184, 2.220, -4.629], [-1.009, 1.916, -5.934], [2.053, 0.403, 0.708], [4.174, -1.491, 2.507], [2.959, -2.126, 2.937], [2.097, -2.270, 1.840], [2.811, -2.496, 3.951], [2.734, -1.646, 0.660], [4.041, -1.138, 1.155], [4.805, -0.664, 0.540], [5.061, -1.329, 3.128], [1.148, -2.801, 1.801], [2.566, -1.959, -0.376], [2.778, 1.640, 3.935], [2.993, 2.122, 2.649], [1.691, 2.132, 1.911], [3.954, 2.439, 2.234], [0.701, 1.655, 2.911], [1.366, 1.378, 4.101], [0.901, 1.097, 5.039], [3.517, 1.543, 4.740], [1.464, 2.849, 1.121], [-0.359, 1.522, 2.726], [-2.916, -0.155, 0.502], [-1.598, 0.075, -0.058], [-0.972, -1.257, -0.508], [-0.931, 0.537, 0.694], [-1.665, 0.770, -0.899], [-2.016, -2.309, -0.135], [-0.017, -1.420, -0.001], [-0.751, -1.245, -1.568], [-2.895, -1.551, 0.890], [-1.552, -3.207, 0.287], [-2.596, -2.625, -1.023], [-2.377, -1.668, 1.873], [-3.935, -1.913, 0.959], [0.977, -1.370, 4.885], [-0.101, -1.570, 4.303], [-0.239, -1.439, 3.065]], "nbo_charge": [-0.562, -0.074, -0.475, 0.202, 0.183, 0.271, 0.215, 0.210, -0.626, 0.216, 0.213, 0.215, -0.619, 0.214, 0.213, 0.212, 0.630, -0.275, -0.247, -0.105, 0.238, -0.609, -0.155, 0.230, 0.226, 0.234, 0.265, -0.305, -0.116, -0.628, 0.224, -0.126, -0.202, 0.231, 0.227, 0.268, 0.233, -0.540, -0.098, -0.450, 0.161, 0.223, -0.432, 0.212, 0.218, -0.081, 0.213, 0.196, 0.179, 0.189, -0.326, 0.433, -0.341]}

(2)
{"formula": "C19H28BBr42N2O2P", "method": "wB97M-V/def2-TZVPD", "total_energy_ha": -109475.41737, "largest_force_ev_per_a": 1.46, "gap_ev": 7.582, "homo_energy_ev": -7.9, "charge": 0, "elements": ["C", "C", "C", "O", "B", "C", "C", "N", "P", "N", "O", "H", "H", "H", "H", "H", "H", "H", "H", "H", "H", "H", "H", "H", "H", "C", "Br", "Br", "Br", "H", "C", "Br", "Br", "Br", "H", "C", "Br", "Br", "Br", "H", "C", "Br", "Br", "Br", "H", "C", "Br", "Br", "Br", "H", "C", "Br", "Br", "Br", "H", "C", "Br", "Br", "Br", "H", "C", "Br", "Br", "Br", "H", "C", "Br", "Br", "Br", "H", "C", "Br", "Br", "Br", "H", "C", "Br", "Br", "Br", "H", "C", "Br", "Br", "Br", "H", "C", "Br", "Br", "Br", "H", "C", "Br", "Br", "Br", "H"], "coordinates": [[5.952, 0.409, -1.936], [6.140, 0.571, -3.443], [4.865, 0.930, -4.223], [3.631, 0.663, -3.544], [3.133, -0.592, -3.602], [1.930, -0.915, -2.602], [0.595, -0.557, -3.159], [0.235, 0.636, -3.316], [3.679, -1.978, -4.808], [5.364, -2.364, -4.629], [2.882, -3.365, -4.311], [5.837, -0.654, -1.724], [6.833, 0.705, -1.384], [5.066, 0.890, -1.550], [6.651, -0.274, -3.877], [6.825, 1.407, -3.580], [4.890, 2.004, -4.376], [4.913, 0.501, -5.225], [2.115, -0.318, -1.701], [1.901, -1.968, -2.346], [-0.117, -1.338, -3.420], [-0.705, 0.631, -3.705], [5.784, -2.382, -5.552], [5.489, -3.291, -4.237], [3.217, -3.596, -3.431], [3.501, -6.466, -6.862], [3.024, -7.114, -5.110], [4.431, -4.787, -6.740], [4.494, -7.777, -7.865], [2.581, -6.283, -7.398], [1.618, 2.544, 0.727], [2.388, 1.842, -0.891], [-0.308, 2.608, 0.617], [2.213, 1.567, 2.280], [1.966, 3.561, 0.838], [-2.967, 3.053, 3.514], [-3.333, 4.749, 4.358], [-1.513, 2.131, 4.368], [-4.544, 1.956, 3.408], [-2.659, 3.264, 2.499], [3.424, 0.963, -8.429], [5.222, 1.582, -8.738], [3.402, -0.901, -7.939], [2.528, 2.035, -7.102], [2.878, 1.070, -9.354], [-5.745, 1.980, -0.662], [-4.083, 2.802, -0.139], [-6.008, 0.285, 0.220], [-7.237, 3.165, -0.382], [-5.684, 1.785, -1.722], [-5.838, 7.746, 5.579], [-7.401, 6.829, 6.231], [-6.260, 8.908, 4.102], [-4.925, 8.684, 6.992], [-5.161, 6.991, 5.207], [0.011, -1.108, 6.905], [-1.257, -2.531, 6.639], [0.783, -0.517, 5.240], [-0.754, 0.361, 7.884], [0.819, -1.504, 7.503], [8.873, 3.384, -5.575], [9.681, 2.702, -7.186], [6.957, 3.491, -5.737], [9.399, 2.364, -4.027], [9.240, 4.390, -5.434], [0.475, -7.591, -2.267], [0.188, -5.868, -1.452], [2.026, -8.475, -1.534], [-1.096, -8.699, -2.163], [0.672, -7.417, -3.315], [-4.920, -8.620, -4.402], [-4.404, -9.942, -3.099], [-4.495, -6.837, -3.809], [-4.160, -8.997, -6.132], [-5.993, -8.676, -4.505], [-5.018, -1.882, 4.218], [-3.853, -3.375, 3.861], [-6.753, -2.126, 3.416], [-5.150, -1.509, 6.105], [-4.573, -1.012, 3.754], [3.830, 1.179, 7.681], [5.543, 1.901, 8.184], [3.462, -0.483, 8.589], [2.411, 2.451, 7.939], [3.873, 0.959, 6.624], [-8.262, 5.307, 10.188], [-8.886, 4.681, 11.899], [-7.286, 6.961, 10.341], [-7.236, 3.959, 9.269], [-9.135, 5.508, 9.585], [-8.366, 2.689, 5.843], [-8.994, 3.566, 4.246], [-9.824, 2.046, 6.928], [-7.095, 1.301, 5.441], [-7.845, 3.433, 6.429]], "lowdin_charge": [-0.073, -0.239, -0.229, -0.039, -0.628, -0.159, -0.268, 0.097, 0.802, -0.186, -0.382, 0.075, 0.069, 0.026, 0.082, 0.006, 0.072, 0.089, 0.000, 0.080, 0.114, 0.049, 0.006, 0.027, 0.048, -1.614, 0.595, 0.624, 0.583, -0.025, -1.583, 0.770, 0.575, 0.560, -0.028, -1.618, 0.605, 0.553, 0.536, -0.100, -1.619, 0.553, 0.555, 0.598, -0.032, -1.618, 0.562, 0.555, 0.582, -0.031, -1.637, 0.556, 0.580, 0.571, -0.086, -1.622, 0.569, 0.523, 0.550, -0.074, -1.614, 0.575, 0.614, 0.614, -0.031, -1.650, 0.565, 0.556, 0.556, -0.082, -1.637, 0.545, 0.562, 0.569, -0.033, -1.628, 0.568, 0.559, 0.544, -0.077, -1.637, 0.579, 0.587, 0.561, -0.037, -1.635, 0.580, 0.560, 0.579, -0.029, -1.638, 0.563, 0.567, 0.518, -0.099]}

(3)
{"formula": "C19H28BrEuO2", "method": "wB97M-V/def2-TZVPD", "total_energy_ha": -4175.57176, "largest_force_ev_per_a": 2.46, "gap_ev": [6.671, 7.941], "homo_energy_ev": [-7.6, -7.7], "multiplicity": 7, "charge": 0, "elements": ["O", "C", "C", "H", "H", "C", "H", "H", "C", "H", "H", "H", "C", "H", "H", "H", "Eu", "C", "C", "C", "H", "C", "C", "H", "H", "H", "H", "C", "C", "C", "H", "C", "C", "H", "H", "H", "H", "O", "C", "C", "H", "H", "C", "H", "H", "C", "H", "H", "H", "H", "Br"], "coordinates": [[0.483, 0.253, -3.739], [0.304, 1.565, -4.382], [0.121, 1.007, -5.782], [1.238, 2.131, -4.269], [-0.590, 2.111, -4.038], [0.319, -0.351, -5.058], [0.934, 1.282, -6.466], [-0.891, 1.171, -6.184], [1.568, -1.092, -5.484], [2.458, -0.444, -5.460], [1.401, -1.437, -6.516], [1.717, -1.969, -4.832], [-0.903, -1.232, -5.169], [-1.816, -0.683, -4.887], [-0.766, -2.130, -4.546], [-0.990, -1.539, -6.225], [0.244, 0.167, 3.224], [-2.028, -0.453, 4.913], [-1.895, 0.947, 5.096], [-2.220, 1.587, 3.871], [-1.638, 1.448, 6.039], [-2.544, 0.577, 2.913], [-2.448, -0.690, 3.572], [-2.726, -1.661, 3.146], [-1.886, -1.214, 5.687], [-2.275, 2.671, 3.710], [-2.865, 0.742, 1.879], [1.233, -1.654, 5.182], [0.447, -2.426, 4.284], [1.088, -2.423, 3.006], [-0.480, -2.949, 4.532], [2.283, -1.631, 3.122], [2.363, -1.158, 4.472], [3.150, -0.524, 4.890], [1.023, -1.497, 6.249], [0.735, -2.937, 2.110], [2.992, -1.422, 2.320], [0.474, 0.570, 0.899], [-0.113, -0.293, -0.117], [-0.436, 0.649, -1.244], [-1.022, -0.757, 0.291], [0.592, -1.101, -0.372], [0.413, 1.919, -1.008], [-1.506, 0.871, -1.223], [-0.251, 0.151, -2.183], [0.547, 1.982, 0.500], [0.052, 2.820, -1.507], [1.437, 1.762, -1.374], [-0.248, 2.552, 1.001], [1.512, 2.333, 0.871], [1.412, 2.395, 4.286]], "nbo_charge": [-0.565, -0.064, -0.466, 0.187, 0.183, 0.277, 0.216, 0.213, -0.625, 0.216, 0.214, 0.217, -0.628, 0.214, 0.215, 0.218, 1.475, -0.319, -0.309, -0.330, 0.238, -0.375, -0.364, 0.229, 0.229, 0.234, 0.222, -0.322, -0.307, -0.376, 0.232, -0.377, -0.308, 0.246, 0.238, 0.229, 0.235, -0.599, -0.059, -0.462, 0.194, 0.193, -0.436, 0.199, 0.289, -0.065, 0.231, 0.211, 0.195, 0.220, -0.555]}

(4)
{"formula": "C19H28BrF4N4O10PS3", "method": "wB97M-V/def2-TZVPD", "total_energy_ha": -6221.59198, "largest_force_ev_per_a": 3.33, "gap_ev": 5.579, "homo_energy_ev": -7.6, "charge": 0, "elements": ["C", "C", "C", "O", "C", "N", "C", "N", "S", "S", "O", "O", "F", "N", "P", "O", "O", "O", "C", "Br", "C", "C", "C", "C", "N", "O", "C", "C", "C", "C", "C", "C", "C", "C", "H", "H", "H", "H", "H", "H", "H", "H", "H", "H", "H", "H", "H", "H", "H", "H", "H", "H", "H", "H", "H", "H", "H", "H", "H", "H", "H", "H", "C", "F", "F", "F", "S", "O", "O", "O"], "coordinates": [[-3.746, 2.479, -3.234], [-3.164, 1.868, -1.962], [-1.642, 1.835, -1.983], [-1.210, 0.943, -0.937], [0.190, 0.910, -0.800], [0.555, -0.476, -0.456], [1.712, -0.980, -0.920], [2.036, -1.110, -2.201], [3.590, -1.687, -2.763], [0.951, -0.715, -3.460], [1.392, -1.417, -4.590], [-0.360, -0.990, -3.045], [1.195, 0.761, -3.740], [2.552, -1.362, 0.134], [3.038, -3.018, 0.204], [2.211, -3.817, -0.692], [2.949, -3.587, 1.680], [4.570, -3.150, -0.203], [1.895, -0.837, 1.350], [2.698, 0.948, 1.546], [0.397, -0.911, 0.970], [-0.130, -2.374, 0.832], [-1.609, -2.598, 1.183], [-1.780, -3.170, 2.583], [-2.849, -2.678, 3.420], [-1.017, -4.026, 2.998], [-0.388, -0.022, 1.913], [-0.224, -0.501, 3.403], [0.428, 0.537, 4.283], [1.502, 0.177, 5.055], [2.118, 1.084, 5.884], [1.650, 2.366, 5.928], [0.576, 2.752, 5.166], [-0.020, 1.833, 4.352], [-3.514, 3.538, -3.344], [-4.838, 2.423, -3.177], [-3.458, 1.945, -4.138], [-3.480, 0.821, -1.913], [-3.463, 2.401, -1.057], [-1.303, 1.431, -2.945], [-1.227, 2.847, -1.890], [0.452, 1.626, -0.017], [0.627, 1.260, -1.737], [4.343, -1.174, -1.760], [2.213, -4.212, 1.758], [4.976, -3.765, 0.429], [2.125, -1.304, 2.301], [0.482, -3.009, 1.475], [0.014, -2.758, -0.173], [-1.958, -3.402, 0.526], [-2.264, -1.752, 0.989], [-2.450, -2.268, 4.259], [-3.392, -3.464, 3.767], [-0.045, 1.011, 1.901], [-1.452, 0.027, 1.690], [0.290, -1.463, 3.424], [-1.239, -0.643, 3.778], [1.899, -0.834, 5.044], [2.951, 0.747, 6.488], [2.125, 3.075, 6.596], [0.232, 3.774, 5.243], [-0.858, 2.166, 3.744], [-0.424, 2.098, -6.633], [-0.888, 1.054, -5.911], [0.750, 2.459, -6.068], [-0.126, 1.622, -7.849], [-1.636, 3.486, -6.676], [-1.781, 3.805, -5.267], [-2.794, 2.881, -7.290], [-0.959, 4.483, -7.467]], "nbo_charge": [-0.610, -0.409, -0.070, -0.552, 0.088, -0.441, 0.770, -0.777, 0.327, 2.554, -0.861, -0.842, -0.413, -0.802, 2.476, -1.092, -0.994, -0.965, -0.101, 0.056, 0.254, -0.450, -0.531, 0.724, -0.915, -0.564, -0.485, -0.422, -0.052, -0.211, -0.201, -0.207, -0.213, -0.167, 0.231, 0.203, 0.235, 0.200, 0.194, 0.185, 0.180, 0.201, 0.203, 0.137, 0.547, 0.527, 0.267, 0.218, 0.260, 0.267, 0.251, 0.387, 0.393, 0.246, 0.254, 0.207, 0.229, 0.202, 0.218, 0.218, 0.223, 0.205, 0.665, -0.356, -0.348, -0.326, 2.360, -1.021, -0.987, -0.982]}

Question: What is the formula in the third record?
Answer: C19H28BrEuO2